This record from OMol25 describes a structure of composition C10H23ClHfIO2P2. The level of theory is the ωB97M-V functional and the def2-TZVPD basis.

Geometry as ORCA input:
```
! RIJCOSX wB97M-V def2-TZVPD def2/J DEFGRID3
* xyz 3 1
C 0.0133 1.4569 0.5934
H -4.1498 1.3963 1.5651
P -2.4296 0.0536 0.4999
C 3.3495 0.2808 -1.0432
C 3.0749 1.3565 1.5462
H 2.7332 2.3263 1.1619
H -3.2123 1.3818 -1.3553
H 4.3704 -1.2996 1.0607
C -3.0487 1.4150 1.5484
H 0.8696 -0.3248 -5.0517
H -0.8811 -0.9354 3.0876
C -3.3463 0.3403 -1.0389
H 3.0749 -1.5103 2.3012
H 3.2339 1.3251 -1.3577
H 4.4081 0.0514 -0.8649
C -3.3162 -1.3746 1.2329
H 2.9475 -0.3717 -1.8243
H -4.3933 -1.2183 1.0678
Cl -0.0275 -3.0836 2.9492
C -0.0111 -1.3635 2.5874
H -2.6877 2.3776 1.1639
H 2.6944 1.2520 2.5697
H 2.9472 -2.3647 0.7442
I -0.0316 -3.0136 -1.0899
O 0.0245 2.6200 0.7653
H -4.4087 0.1301 -0.8591
H 0.8682 -0.9524 3.0857
H -2.6711 1.3036 2.5724
H -3.1013 -1.4493 2.3085
O 0.0161 1.6276 -2.7851
C 0.0123 1.0825 -3.8137
P 2.4303 0.0083 0.4964
C 3.2909 -1.4371 1.2259
H 0.0064 1.0063 -5.9198
Hf -0.0079 -0.8166 0.4520
H -2.9569 -0.3208 -1.8194
H 4.1753 1.3157 1.5634
H -0.8728 -0.3154 -5.0474
C 0.0023 0.3532 -5.0323
H -2.9894 -2.3094 0.7532
*
```

Output
Largest force on an atom: 7.35 eV/Å
LUMO: -0.43646 Eh
Frontier orbital gap: 6.3 eV
HOMO level: -18.18 eV

Calculated atomic charges, method Löwdin, unit e:
1. C -0.170
2. H 0.091
3. P 0.696
4. C -0.225
5. C -0.213
6. H 0.056
7. H 0.064
8. H 0.082
9. C -0.213
10. H 0.159
11. H 0.010
12. C -0.225
13. H 0.065
14. H 0.064
15. H 0.082
16. C -0.221
17. H 0.042
18. H 0.082
19. Cl 0.565
20. C -0.803
21. H 0.055
22. H 0.070
23. H 0.049
24. I 0.320
25. O 0.180
26. H 0.082
27. H 0.010
28. H 0.070
29. H 0.065
30. O 0.322
31. C 0.075
32. P 0.696
33. C -0.221
34. H 0.168
35. Hf 0.628
36. H 0.042
37. H 0.091
38. H 0.159
39. C 0.100
40. H 0.049

This record from OMol25 describes a structure of composition C10H23LiN3O7. The level of theory is the ωB97M-V functional and the def2-TZVPD basis.

Geometry as ORCA input:
```
! RIJCOSX wB97M-V def2-TZVPD def2/J DEFGRID3
* xyz -2 2
C 0.6337 -5.0137 -2.9526
H 1.8639 -3.7847 -4.2636
H -0.3870 -5.0252 -2.5704
H -0.7291 -1.8768 0.6876
H -1.1733 -2.1136 -2.4238
O 0.2550 3.6665 1.2733
H -0.6099 1.0273 1.1605
O -2.6602 5.4904 5.5542
H 1.4858 1.1964 0.2170
H -0.2286 -0.2697 2.3069
H 0.0745 -3.5615 -4.5071
C -0.2839 0.2887 -1.9599
H 0.3448 0.3779 -2.8459
N -2.8225 4.9250 4.5172
H 0.7156 -5.9166 -3.5578
C -0.2928 4.3129 0.1125
H 1.9016 -2.5666 -2.4427
H 1.1319 -1.5352 -3.4716
C 1.2966 0.2090 0.6381
O 0.5177 0.5793 5.8232
O -3.9805 4.8490 4.1199
C 1.3886 -0.8798 -0.4866
C -0.1397 0.0498 1.2686
O -0.4723 1.5453 4.2598
O 1.4983 2.1448 4.6704
H 1.5219 -1.9086 -0.1522
N -0.0093 -0.9240 -1.0274
H 2.0433 -0.0304 1.3952
H -1.3278 0.1979 -2.2600
C 0.9431 -2.4755 -2.9536
C -0.8517 -0.8484 0.3478
C -0.2268 -2.2511 -1.9009
O -1.9596 4.3607 3.8850
H -0.0570 3.6716 -0.7367
H -1.9361 -0.8669 0.2388
H -1.3732 4.4171 0.0136
H 1.9948 -0.6869 -1.3717
H 1.4179 -5.1709 -2.2121
N 0.5500 1.4140 4.9381
H 0.1483 5.2851 -0.1072
Li -0.4453 3.1842 3.1378
C 0.8815 -3.7320 -3.7945
H -0.1796 1.2362 -1.4313
H -0.4627 -2.9909 -1.1360
*
```

Output
Largest force on an atom: 4.48 eV/Å
LUMO (spin up / spin down): 0.15822 / 0.16111 Eh
Frontier orbital gap (spin up / spin down): 2.8 / 6.4 eV
HOMO level (spin up / spin down): 1.50 / -1.98 eV

Calculated atomic charges, method Löwdin, unit e:
1. C -0.202
2. H 0.067
3. H 0.048
4. H 0.104
5. H 0.079
6. O -0.508
7. H 0.101
8. O -0.032
9. H 0.103
10. H 0.121
11. H 0.060
12. C -0.019
13. H 0.062
14. N -0.713
15. H 0.040
16. C -0.363
17. H 0.069
18. H 0.055
19. C -0.093
20. O -0.036
21. O -0.081
22. C -0.150
23. C -0.146
24. O -0.131
25. O -0.040
26. H 0.118
27. N -0.228
28. H 0.112
29. H 0.079
30. C -0.315
31. C -0.101
32. C -0.117
33. O -0.098
34. H 0.007
35. H 0.127
36. H 0.037
37. H 0.103
38. H 0.055
39. N -0.671
40. H 0.032
41. Li 0.662
42. C -0.384
43. H 0.086
44. H 0.101

This record from OMol25 describes a cluster of 2 separate species, C10H23N2O in total. The level of theory is the ωB97M-V functional and the def2-TZVPD basis.

Geometry as ORCA input:
```
! RIJCOSX wB97M-V def2-TZVPD def2/J DEFGRID3
* xyz 1 1
H -0.9275 3.2275 3.0295
O -2.3211 -2.1657 -1.7422
C 1.0635 2.5166 3.3106
H 1.7532 3.3090 0.4021
C -1.0674 1.6621 0.2856
H 2.1841 1.1723 2.2477
H -0.7824 1.8264 -0.7514
H 1.3075 -3.1552 -2.2492
C 0.3220 -2.8248 -1.9325
H -0.1301 -1.5248 1.4142
H 0.5749 -0.0260 1.9175
H -0.8104 1.4715 2.9722
N 2.0150 2.1796 2.1916
H -2.5684 -2.8281 -3.6481
H -1.4114 -0.3426 -0.3661
H -1.0377 -3.6498 -4.9519
C -0.3273 2.3980 2.6825
C -0.1960 -3.5806 -4.2673
H 0.0119 -3.3922 -1.0537
H -0.3887 3.5224 0.9307
H -1.9540 -0.0809 1.2556
H 1.2277 1.7469 4.0561
H -2.0639 2.0706 0.4128
C -1.9097 -2.6476 -2.7836
H 0.8576 -0.6795 0.2711
C 0.1290 -0.5303 1.0632
H 1.5950 1.5564 0.2174
C -0.1329 2.4852 1.1576
C 1.3695 2.4042 0.8515
N -0.6340 -3.0126 -3.0052
H 2.9538 2.5797 2.2477
C -1.1478 0.1433 0.5642
H 0.2113 -4.5807 -4.1114
H 0.5726 -2.9516 -4.7199
H 0.3589 -1.7681 -1.6605
H 1.3031 3.4695 3.7615
*
```

Output
Largest force on an atom: 1.53 eV/Å
ΔE to the lowest compared entry with this formula, charge and spin: 0.000 eV
LUMO: -0.11527 Eh
Frontier orbital gap: 8.4 eV
HOMO level: -11.52 eV

Calculated atomic charges, method Löwdin, unit e:
1. H 0.125
2. O 0.003
3. C -0.078
4. H 0.136
5. C -0.147
6. H 0.160
7. H 0.121
8. H 0.090
9. C -0.043
10. H 0.088
11. H 0.045
12. H 0.118
13. N 0.064
14. H 0.137
15. H 0.080
16. H 0.086
17. C -0.102
18. C -0.049
19. H 0.097
20. H 0.140
21. H 0.113
22. H 0.131
23. H 0.122
24. C -0.341
25. H 0.063
26. C -0.093
27. H 0.123
28. C -0.298
29. C -0.060
30. N -0.196
31. H 0.188
32. C -0.212
33. H 0.093
34. H 0.091
35. H 0.070
36. H 0.134

This record from OMol25 describes a structure of composition C10H24AgN4O18S2. The level of theory is the ωB97M-V functional and the def2-TZVPD basis.

Geometry as ORCA input:
```
! RIJCOSX wB97M-V def2-TZVPD def2/J DEFGRID3
* xyz 0 2
C -5.5324 0.3444 1.5756
H -1.0911 -1.7075 0.4799
H -1.8285 -0.2689 -0.2268
H -3.9383 1.8074 1.2923
H 2.4277 -2.3690 -1.3460
H 1.7523 -3.8913 -0.6893
S -7.1905 2.1387 2.1459
N 4.0396 -0.1974 2.8612
O 2.6335 3.8325 -2.7364
O -0.2588 5.4185 1.1689
C -1.3029 -0.6439 0.6567
C 0.2428 -0.0934 0.7456
C 3.9632 -3.7402 -0.6485
H -5.2600 -0.4657 0.9048
H 0.8389 -0.7205 0.0681
O -4.1993 -3.5347 -1.3805
N -4.3666 -2.4131 -1.8128
H 0.2644 0.9127 0.3003
O 4.7705 -3.8753 -1.8073
H 4.0621 -4.6153 -0.0044
C -4.9869 1.6435 1.0529
H -5.1438 1.6952 -0.0242
H 2.6937 1.4915 -1.0519
C 2.5662 -3.4466 -1.2604
O -8.1899 2.7935 1.3369
H 3.5488 1.5695 1.8603
O 2.6058 -4.0984 -2.5164
H 0.5452 3.5357 -0.2533
C 2.9603 1.6604 -2.0938
O 3.6687 0.2985 3.8918
H 4.3967 -2.9279 -0.0664
H 3.4744 0.1092 0.8630
O -6.9283 0.6355 1.5539
C -3.2401 -1.8543 -2.6351
H 5.0753 0.8250 1.3349
O -5.7127 2.6882 1.7354
O 1.8491 5.5821 1.6018
Ag -0.7247 -0.5396 3.5308
H -3.3544 -2.3205 -3.6084
C 1.1184 3.6198 0.6689
H -2.3469 -2.0998 -2.0718
O 0.8591 0.0375 1.9687
N 0.8735 4.9853 1.1829
H 0.7116 2.8836 1.3606
S 3.9956 -4.8809 -2.8224
H 3.7023 0.8864 -2.2900
H -3.3791 -0.7788 -2.6886
O 4.4894 3.4509 -1.8063
H 2.1678 1.5232 -2.8200
O -5.3480 -1.7273 -1.6401
C 4.0463 0.6325 1.6218
H 2.1841 3.4834 0.5282
O -2.0687 -0.4355 1.7536
O 4.5122 -1.3104 2.7244
O 4.5083 -4.6920 -4.1404
O -7.3526 2.1265 3.5628
O 3.9490 -6.1871 -2.2460
H -5.1751 0.1692 2.5918
N 3.4227 3.0552 -2.2368
*
```

Output
Largest force on an atom: 2.13 eV/Å
LUMO (spin up / spin down): -0.06771 / -0.13851 Eh
Frontier orbital gap (spin up / spin down): 8.9 / 6.2 eV
HOMO level (spin up / spin down): -10.75 / -9.98 eV

Calculated atomic charges, method Löwdin, unit e:
1. C -0.183
2. H 0.126
3. H 0.099
4. H 0.124
5. H 0.111
6. H 0.130
7. S 0.663
8. N -0.450
9. O 0.061
10. O 0.074
11. C -0.310
12. C -0.339
13. C -0.173
14. H 0.123
15. H 0.083
16. O 0.066
17. N -0.455
18. H 0.091
19. O -0.202
20. H 0.129
21. C -0.178
22. H 0.133
23. H 0.069
24. C -0.159
25. O -0.235
26. H 0.087
27. O -0.207
28. H 0.100
29. C 0.036
30. O 0.083
31. H 0.125
32. H 0.071
33. O -0.191
34. C 0.049
35. H 0.106
36. O -0.192
37. O 0.074
38. Ag 0.811
39. H 0.104
40. C 0.025
41. H 0.081
42. O -0.288
43. N -0.446
44. H 0.089
45. S 0.662
46. H 0.102
47. H 0.091
48. O 0.071
49. H 0.100
50. O 0.066
51. C 0.029
52. H 0.081
53. O -0.206
54. O 0.050
55. O -0.205
56. O -0.226
57. O -0.218
58. H 0.132
59. N -0.446

This record from OMol25 describes a structure of composition C10H24AsO4PPbS4Te. The level of theory is the ωB97M-V functional and the def2-TZVPD basis.

Geometry as ORCA input:
```
! RIJCOSX wB97M-V def2-TZVPD def2/J DEFGRID3
* xyz -2 1
H -5.3119 -9.3522 17.1174
H -8.6311 -10.4839 15.2594
C -3.0105 -5.0427 8.8237
H -6.2756 -10.3508 10.0735
H -7.5855 -10.8709 16.7045
H -7.6909 -7.8244 9.0813
C -7.6036 -8.8986 11.0700
C -7.3048 -10.2810 10.4762
H -8.3693 -9.3166 16.6123
H -3.2226 -6.0366 8.5812
O -4.9441 -7.4321 13.7107
P -6.3406 -7.7633 13.2990
S -6.3593 -4.8726 15.7270
H -5.3710 -11.2270 15.1380
C -5.7857 -10.4661 14.5270
H -6.1589 -8.0306 9.8541
H -9.0784 -9.5639 12.4122
H -7.3282 -6.8163 10.5372
O -6.4612 -8.7339 12.0123
S -9.3008 -3.4958 14.2586
C -7.2309 -7.8189 10.0393
H -9.0824 -7.7613 12.0425
C -8.9904 -8.8072 11.6246
Pb -7.0589 -4.3728 13.3018
H -8.0190 -10.5305 9.6635
C -2.8025 -6.8271 11.4771
H -4.9847 -9.8617 14.1028
H -6.5129 -7.9699 16.9348
H -6.3784 -10.8454 13.6754
C -6.6418 -9.4758 15.3495
O -7.1705 -8.4958 14.4324
S -8.8032 -2.9572 17.7355
O -7.2580 -6.5684 12.9475
C -7.8678 -10.1117 15.9544
H -5.1674 -7.9972 15.9013
H -3.6051 -4.3345 8.1802
H -7.4242 -11.0898 11.2641
H -3.5381 -7.4282 11.9835
Te -3.6069 -4.8250 10.9607
H -2.4726 -7.2688 10.5450
H -1.9782 -6.6678 12.1162
S -9.6437 -6.1490 16.8374
H -9.6833 -8.9138 10.7966
As -8.5904 -4.4494 16.1562
C -5.8688 -8.6710 16.3854
H -2.0016 -4.7021 8.7740
*
```

Output
Largest force on an atom: 3.07 eV/Å
LUMO: 0.12966 Eh
Frontier orbital gap: 4.3 eV
HOMO level: -0.75 eV

Calculated atomic charges, method Löwdin, unit e:
1. H 0.101
2. H 0.079
3. C -0.453
4. H 0.082
5. H 0.078
6. H 0.059
7. C -0.606
8. C -0.056
9. H 0.093
10. H -0.050
11. O -0.309
12. P 0.266
13. S -0.137
14. H 0.061
15. C -0.030
16. H 0.086
17. H 0.088
18. H 0.091
19. O -0.208
20. S -0.215
21. C -0.038
22. H 0.105
23. C -0.029
24. Pb 0.546
25. H 0.080
26. C -0.398
27. H 0.066
28. H 0.073
29. H 0.080
30. C -0.624
31. O -0.174
32. S -0.351
33. O -0.580
34. C -0.047
35. H 0.051
36. H 0.003
37. H 0.091
38. H -0.043
39. Te 0.995
40. H -0.016
41. H -0.036
42. S -0.247
43. H 0.082
44. As -0.520
45. C -0.046
46. H -0.044

This record from OMol25 describes a structure of composition C10H24BF4IrN4. The level of theory is the ωB97M-V functional and the def2-TZVPD basis.

Geometry as ORCA input:
```
! RIJCOSX wB97M-V def2-TZVPD def2/J DEFGRID3
* xyz 2 1
H 1.7868 2.8227 -0.5578
H 2.7289 0.2601 2.1615
C 1.1530 2.7958 0.3311
C -2.4950 1.5594 0.3458
C 1.2640 -2.3696 0.8596
H -0.9817 1.9998 1.8405
H 2.6021 0.1693 -0.7235
H -2.5917 -2.7956 1.8972
H -1.5805 3.4077 0.9556
H -2.5932 -0.1944 -0.7209
N -0.1430 2.2159 -0.0633
H -1.1463 -1.8940 2.2494
C -1.8785 -2.0868 1.4709
H 1.1249 1.8471 2.2488
H 2.5553 2.7814 1.9362
H 0.9922 3.8318 0.6493
C -1.2792 2.3589 0.8549
F 0.0148 -0.0192 1.7846
C -2.6771 -0.7824 1.2215
C 2.4905 -1.5704 0.3662
H 2.8240 -1.9923 -0.5857
C -1.1726 -2.7931 0.3073
F -0.9657 0.8603 4.0247
F 1.2555 0.4313 4.1025
H -3.3055 1.7081 1.0639
H -3.7131 -1.0636 1.0005
F -0.2140 -1.2721 4.1239
H 0.9503 -2.0090 1.8399
N 0.1368 -2.2296 -0.0705
N 2.2262 -0.1320 0.1745
H 1.5673 -3.4168 0.9684
C 1.8587 2.0754 1.4825
C 2.6863 0.7935 1.2113
H -1.7993 -2.7859 -0.5880
H -2.8147 1.9748 -0.6146
H -0.4090 2.6246 -0.9612
H 3.2878 -1.7162 1.0993
H 3.7077 1.1035 0.9638
H -1.0365 -3.8392 0.6057
H -2.6762 -0.2396 2.1678
Ir 0.0085 -0.0040 -0.4508
N -2.2142 0.1217 0.1704
B 0.0226 0.0092 4.0654
H 0.4043 -2.6461 -0.9657
*
```

Output
Largest force on an atom: 8.33 eV/Å
ΔE to the lowest compared entry with this formula, charge and spin: 3.965 eV
LUMO (spin up / spin down): -0.36532 / -0.36537 Eh
Frontier orbital gap (spin up / spin down): 7.1 / 7.1 eV
HOMO level (spin up / spin down): -17.08 / -17.08 eV

Calculated atomic charges, method Löwdin, unit e:
1. H 0.132
2. H 0.123
3. C -0.168
4. C -0.147
5. C -0.169
6. H 0.102
7. H 0.128
8. H 0.138
9. H 0.152
10. H 0.128
11. N -0.160
12. H 0.073
13. C -0.141
14. H 0.077
15. H 0.139
16. H 0.144
17. C -0.170
18. F -0.312
19. C -0.160
20. C -0.146
21. H 0.136
22. C -0.168
23. F 0.291
24. F 0.295
25. H 0.146
26. H 0.145
27. F 0.290
28. H 0.107
29. N -0.159
30. N -0.138
31. H 0.151
32. C -0.145
33. C -0.161
34. H 0.131
35. H 0.137
36. H 0.139
37. H 0.145
38. H 0.144
39. H 0.144
40. H 0.128
41. Ir 1.461
42. N -0.138
43. B -0.982
44. H 0.140